# 1
Density functional theory data (the ωB97M-V functional and the def2-TZVPD basis) for an isolated ion of composition C6H16N2 and charge -1.

XYZ file:
```
24
C6H16N2 | the OMol25 dataset | the ωB97M-V functional and the def2-TZVPD basis
C -0.64 -0.86 -0.25
N 0.78 -1.21 0.00
C 1.18 -1.26 1.41
C 1.32 -2.47 -0.57
C -0.47 0.72 -0.53
C -1.27 1.22 -1.70
N -0.95 1.33 0.75
C -0.17 2.49 1.06
H -1.35 -1.06 0.62
H -1.09 -1.30 -1.19
H 0.58 -0.43 2.00
H 0.87 -2.23 1.94
H 2.27 -0.97 1.52
H 2.41 -2.42 -0.48
H 1.08 -3.47 -0.05
H 1.06 -2.68 -1.71
H 0.61 0.94 -0.77
H -1.02 0.62 -2.63
H -2.37 1.00 -1.57
H -1.14 2.22 -2.11
H -1.92 1.58 0.68
H -0.47 3.41 0.60
H 0.85 2.17 0.78
H -0.13 2.64 2.19
```

ΔE to the lowest compared entry with this formula, charge and spin in kcal per mole: 52.5
Spin multiplicity: 2
Expectation value of S²: 0.7503
Net charge: -1

Want to see where the charge sits? The Löwdin charges in e are:
1. C -0.21
2. N -0.29
3. C -0.17
4. C -0.21
5. C -0.40
6. C -0.35
7. N -0.13
8. C -0.26
9. H 0.10
10. H 0.08
11. H 0.09
12. H 0.08
13. H 0.08
14. H 0.05
15. H 0.06
16. H 0.08
17. H 0.13
18. H 0.03
19. H 0.02
20. H 0.01
21. H 0.06
22. H 0.03
23. H 0.07
24. H 0.07



# 2
Density functional theory data (the ωB97M-V functional and the def2-TZVPD basis) for a 13-piece molecular cluster, H26O13 overall.

XYZ file:
```
39
H26O13 | the OMol25 dataset | the ωB97M-V functional and the def2-TZVPD basis
O -2.66 0.76 -0.32
H -2.86 -0.19 -0.34
H -3.23 1.15 -0.99
O 0.99 -0.57 2.62
H 0.08 -0.83 2.78
H 1.44 -0.72 3.46
O -1.18 1.99 2.62
H -1.83 2.63 2.92
H -0.90 2.32 1.75
O 0.20 2.98 0.12
H 1.15 2.92 0.03
H -0.14 2.88 -0.79
O -0.98 -0.24 -3.03
H -1.76 -0.15 -3.60
H -0.78 -1.18 -3.05
O 1.30 -3.92 0.92
H 0.86 -4.41 1.63
H 0.62 -3.28 0.60
O -0.11 2.32 -2.64
H -0.60 1.49 -2.77
H -0.54 2.96 -3.21
O -0.50 -2.76 -0.79
H -0.43 -3.01 -1.72
H -0.24 -1.79 -0.76
O 3.12 -0.49 0.76
H 2.47 -0.27 1.45
H 3.27 -1.44 0.86
O 2.36 0.28 -2.13
H 1.41 0.34 -2.30
H 2.43 -0.03 -1.21
O -3.25 -1.94 -0.48
H -3.90 -2.62 -0.30
H -2.38 -2.40 -0.45
O 0.07 -0.27 0.07
H -0.77 0.20 -0.12
H 0.27 -0.04 0.99
O 2.21 2.78 2.64
H 1.65 2.08 2.29
H 3.11 2.47 2.50
```

ΔE to the lowest compared entry with this formula, charge and spin in kcal per mole: 28.9
Spin multiplicity: 1

Want to see where the charge sits? The Löwdin charges in e are:
1. O -0.06
2. H 0.00
3. H 0.05
4. O -0.05
5. H 0.08
6. H 0.09
7. O -0.07
8. H 0.04
9. H -0.01
10. O -0.06
11. H 0.05
12. H 0.01
13. O -0.03
14. H 0.07
15. H 0.05
16. O -0.08
17. H 0.03
18. H 0.00
19. O -0.05
20. H 0.00
21. H 0.06
22. O -0.08
23. H 0.07
24. H 0.03
25. O -0.05
26. H -0.01
27. H 0.05
28. O -0.07
29. H -0.02
30. H -0.01
31. O -0.06
32. H 0.06
33. H 0.02
34. O -0.05
35. H 0.03
36. H 0.02
37. O -0.05
38. H 0.00
39. H 0.04



# 3
Density functional theory data (the ωB97M-V functional and the def2-TZVPD basis) for C12H30AlF6N3O7P2 as an isolated structure.

XYZ file:
```
61
C12H30AlF6N3O7P2 | the OMol25 dataset | the ωB97M-V functional and the def2-TZVPD basis
Al 0.02 -0.58 -0.82
P 0.42 2.32 -3.32
F 0.02 2.66 -4.90
F -0.21 3.72 -2.81
F -0.95 1.66 -2.84
F 1.08 1.84 -1.82
F 0.93 0.83 -3.76
F 1.86 3.03 -3.60
C 1.83 -4.31 -1.34
O 1.55 -3.12 -1.14
N 1.78 -5.01 -2.51
C 1.47 -4.38 -3.78
C 1.88 -6.42 -2.60
H 2.18 -5.03 -0.58
H 0.44 -4.55 -4.09
H 2.09 -4.85 -4.54
H 1.65 -3.31 -3.84
H 1.47 -6.69 -3.57
H 2.85 -6.91 -2.49
H 1.20 -6.90 -1.89
C -2.20 -3.93 -0.71
O -1.46 -2.99 -0.74
N -3.43 -3.88 -0.14
C -4.25 -2.72 0.35
C -4.23 -5.17 -0.10
H -1.92 -4.95 -1.01
H -3.64 -1.83 0.49
H -4.81 -2.82 1.28
H -5.02 -2.49 -0.39
H -5.13 -4.92 -0.66
H -3.61 -5.97 -0.51
H -4.64 -5.28 0.90
C -1.22 3.14 0.46
O -1.20 1.92 0.16
N -1.78 3.70 1.54
C -1.69 5.07 1.80
C -2.64 2.98 2.48
H -0.79 3.89 -0.21
H -2.64 5.61 1.74
H -1.53 5.17 2.87
H -0.96 5.74 1.34
H -2.04 2.15 2.85
H -3.02 3.48 3.37
H -3.50 2.58 1.93
C 4.57 1.68 2.21
O 3.35 2.03 2.78
P 1.88 2.06 2.02
O 1.64 0.97 1.00
O 0.89 2.07 3.29
C 0.95 3.17 4.11
O 1.72 3.55 1.38
C 2.57 4.07 0.44
H 5.25 1.14 2.87
H 5.14 2.57 1.94
H 4.39 1.21 1.25
H 0.06 3.37 4.71
H 1.29 4.14 3.75
H 1.59 2.86 4.93
H 2.16 4.68 -0.37
H 3.04 3.24 -0.09
H 3.31 4.72 0.92
```

Spin multiplicity: 2
E_tot in Eh: -2689.4771
Expectation value of S²: 1.7781
Net charge: +3

Want to see where the charge sits? The Löwdin charges in e are:
1. Al 1.46
2. P 0.25
3. F -0.14
4. F -0.14
5. F -0.18
6. F -0.25
7. F -0.19
8. F -0.12
9. C -0.24
10. O -0.02
11. N -0.13
12. C -0.01
13. C -0.03
14. H 0.16
15. H 0.11
16. H 0.12
17. H 0.10
18. H 0.11
19. H 0.13
20. H 0.11
21. C -0.24
22. O 0.02
23. N -0.02
24. C 0.04
25. C 0.07
26. H 0.16
27. H 0.09
28. H 0.12
29. H 0.13
30. H 0.13
31. H 0.11
32. H 0.13
33. C -0.18
34. O 0.06
35. N -0.02
36. C 0.03
37. C 0.06
38. H 0.17
39. H 0.16
40. H 0.14
41. H 0.14
42. H 0.12
43. H 0.13
44. H 0.13
45. C -0.10
46. O -0.18
47. P 0.57
48. O -0.29
49. O -0.19
50. C -0.15
51. O -0.24
52. C -0.11
53. H 0.11
54. H 0.10
55. H 0.09
56. H 0.10
57. H 0.10
58. H 0.11
59. H 0.11
60. H 0.10
61. H 0.11



# 4
Density functional theory data (the ωB97M-V functional and the def2-TZVPD basis) for a 2-piece molecular cluster, C4H11N3O2 overall.

XYZ file:
```
20
C4H11N3O2 | the OMol25 dataset | the ωB97M-V functional and the def2-TZVPD basis
C 1.03 -3.04 1.97
C 0.90 -2.12 0.81
O -0.35 -1.61 0.74
O 1.74 -1.79 0.02
H 0.36 -3.89 1.93
H 0.72 -2.53 2.88
H 2.06 -3.38 2.09
C -1.32 1.52 0.63
C -0.21 1.41 -1.51
N -0.48 0.85 -0.30
N -0.61 2.64 -1.96
N 0.65 0.74 -2.22
H -0.37 -0.84 0.14
H -2.19 2.08 0.27
H -0.87 2.12 1.43
H 0.12 3.34 -1.86
H -1.29 3.00 -1.30
H 0.93 -0.14 -1.79
H 0.80 0.99 -3.19
H -1.63 0.65 1.23
```

ΔE to the lowest compared entry with this formula, charge and spin in kcal per mole: 31.8
Spin multiplicity: 2
Expectation value of S²: 0.7614
Net charge: +1

Want to see where the charge sits? The Löwdin charges in e are:
1. C 0.02
2. C -0.56
3. O 0.06
4. O 0.09
5. H 0.10
6. H 0.10
7. H 0.10
8. C -0.05
9. C -0.40
10. N 0.12
11. N 0.19
12. N 0.31
13. H 0.03
14. H 0.11
15. H 0.14
16. H 0.15
17. H 0.10
18. H 0.14
19. H 0.16
20. H 0.11



Looking at largest force on an atom for the records above, in order, we have 3.211 1.207 4.702 1.811 eV/A.